No. 1
Entry from the Open Molecules 2025 dataset: C3H3N3O in the gas phase in a non-equilibrium geometry (ωB97M-V/def2-TZVPD).

- lowest unoccupied orbital energy (eV) = 0.1
- structure (SMILES) = Oc1cnncn1
- HOMO energy (eV) = -9.864
- ΔE to the lowest compared entry with this formula, charge and spin (kJ/mol) = 134.26
- frontier orbital gap (eV) = 9.98

XYZ file:
```
10
C3H3N3O, DFT ωB97M-V/def2-TZVPD
O -0.884 -1.859 -0.399
C -0.389 -0.675 -0.051
C -0.087 -0.282 1.264
N 0.516 0.873 1.490
N 0.913 1.639 0.459
C 0.550 1.228 -0.747
N -0.157 0.143 -1.041
H -0.940 -1.794 -1.375
H -0.360 -0.915 2.104
H 0.838 1.642 -1.704
```

No. 2
Entry from the Open Molecules 2025 dataset: a 3-piece molecular cluster, C4H14N4 overall in a non-equilibrium geometry (ωB97M-V/def2-TZVPD).

- lowest unoccupied orbital energy (eV) = 0.2
- HOMO energy (eV) = -8.002
- ΔE to the lowest compared entry with this formula, charge and spin (kJ/mol) = 490.16
- frontier orbital gap (eV) = 8.21

XYZ file:
```
22
C4H14N4, DFT ωB97M-V/def2-TZVPD
C 1.117 -0.324 -0.953
C -0.618 -1.418 0.533
C 1.803 0.575 0.015
C 0.299 -1.935 1.632
N 0.455 0.193 -1.955
H 1.460 -1.352 -1.023
H 0.118 -0.433 -2.674
H -0.232 1.082 -1.725
H -1.649 -1.409 0.910
H -0.661 -2.105 -0.314
H 1.996 0.066 0.955
H 2.767 0.861 -0.416
H 1.215 1.469 0.205
H 1.317 -2.118 1.276
H 0.359 -1.223 2.458
H -0.056 -2.882 2.049
N -1.322 1.255 0.226
N -1.176 1.991 -0.844
N -1.840 3.019 -1.138
H -0.750 -0.129 0.323
H -2.072 1.592 0.847
H -2.531 3.224 -0.388
```

No. 3
Entry from the Open Molecules 2025 dataset: C5H11NO in the gas phase in a non-equilibrium geometry (ωB97M-V/def2-TZVPD).

- lowest unoccupied orbital energy (eV) = 0.9
- structure (SMILES) = CCC(=O)N(C)C
- HOMO energy (eV) = -9.070
- ΔE to the lowest compared entry with this formula, charge and spin (kJ/mol) = 94.05
- frontier orbital gap (eV) = 9.95

XYZ file:
```
18
C5H11NO, DFT ωB97M-V/def2-TZVPD
C -0.209 0.904 -2.090
C 0.005 -0.507 -1.530
C 0.835 -0.485 -0.246
O 2.045 -0.609 -0.254
N 0.145 -0.351 0.929
C 0.789 -0.612 2.208
C -1.167 0.265 0.943
H 0.315 1.652 -1.494
H -1.209 1.259 -2.308
H 0.304 0.978 -3.054
H -0.930 -0.990 -1.273
H 0.679 -1.080 -2.128
H 0.867 0.343 2.722
H 1.807 -0.879 1.979
H 0.249 -1.399 2.720
H -1.124 1.225 0.419
H -1.406 0.546 1.963
H -1.995 -0.261 0.493
```

No. 4
Entry from the Open Molecules 2025 dataset: an isolated ion of composition C2H8NS2 and charge +2 in a non-equilibrium geometry (ωB97M-V/def2-TZVPD).

- lowest unoccupied orbital energy (alpha / beta) (eV) = -8.6 / -12.4
- expectation value of S² = 0.755
- HOMO energy (alpha / beta) (eV) = -19.450 / -19.922
- net charge = +2
- spin multiplicity = 2
- ΔE to the lowest compared entry with this formula, charge and spin (kJ/mol) = 38.21
- frontier orbital gap (alpha / beta) (eV) = 10.85 / 7.54

XYZ file:
```
13
C2H8NS2, DFT ωB97M-V/def2-TZVPD
N -1.286 1.350 2.173
C -1.772 0.252 1.222
C -0.651 -0.591 0.602
S 0.222 0.378 -0.743
S 1.585 -0.828 -1.592
H -0.365 1.679 1.879
H -1.297 1.014 3.139
H -1.920 2.153 2.107
H -2.389 0.775 0.503
H -2.308 -0.509 1.782
H 0.122 -0.816 1.337
H -1.052 -1.460 0.087
H 2.295 -1.197 -0.502
```

No. 5
Entry from the Open Molecules 2025 dataset: a 2-piece molecular cluster, C4H13N2O2 overall in a non-equilibrium geometry (ωB97M-V/def2-TZVPD).

- lowest unoccupied orbital energy (eV) = 3.7
- HOMO energy (eV) = -3.676
- net charge = -1
- ΔE to the lowest compared entry with this formula, charge and spin (kJ/mol) = 79.54
- frontier orbital gap (eV) = 7.36

XYZ file:
```
21
C4H13N2O2, DFT ωB97M-V/def2-TZVPD
C -0.290 0.041 0.626
N 0.956 -0.288 -0.053
C 1.372 -1.716 0.084
O 0.397 -2.632 -0.068
C -0.677 1.499 0.420
N -1.305 1.783 -0.883
C -0.391 2.396 -1.863
H -1.093 -0.671 0.421
H -0.098 -0.149 1.693
H 1.014 0.092 -0.978
H 2.162 -1.800 -0.693
H 1.839 -1.757 1.092
H -1.399 1.771 1.200
H 0.204 2.116 0.597
H -1.648 0.897 -1.235
H -0.828 2.372 -2.862
H -0.291 3.436 -1.549
H 0.577 1.892 -1.911
H -0.175 -2.933 1.138
H 0.230 -3.315 2.655
O -0.559 -3.034 2.170
```

No. 6
Entry from the Open Molecules 2025 dataset: C27H37F4IN3O9PRu as an isolated structure in a non-equilibrium geometry (ωB97M-V/def2-TZVPD).

- lowest unoccupied orbital energy (alpha / beta) (eV) = -1.6 / -1.6
- expectation value of S² = 6.056
- HOMO energy (alpha / beta) (eV) = -4.433 / -7.903
- spin multiplicity = 5
- frontier orbital gap (alpha / beta) (eV) = 2.87 / 6.29

XYZ file:
```
83
C27H37F4IN3O9PRu, DFT ωB97M-V/def2-TZVPD
Ru 0.000 0.000 0.000
F -0.670 -3.510 5.680
C -1.262 -3.816 4.514
C -1.060 -2.933 3.462
C -1.654 -3.183 2.224
C -1.423 -2.225 1.115
O -0.611 -1.333 1.312
C -2.205 -2.413 -0.124
C -2.943 -3.531 -0.204
N -3.044 -4.533 0.750
C -4.032 -5.600 0.511
C -4.056 -6.387 -0.779
C -3.647 -7.059 0.493
C -2.455 -4.314 2.026
C -2.629 -5.196 3.113
C -2.058 -4.973 4.388
N -2.237 -5.920 5.418
C -3.600 -6.461 5.622
C -3.500 -7.890 6.213
N -2.138 -8.119 6.823
C -1.664 -6.938 7.625
C -1.472 -5.730 6.680
C -2.228 -1.405 -1.277
O -3.242 -1.503 -2.038
O -1.256 -0.610 -1.383
H -0.441 -2.052 3.611
H -3.544 -3.705 -1.095
H -5.005 -5.340 0.921
H -3.288 -6.188 -1.518
H -5.026 -6.620 -1.203
H -2.599 -7.314 0.598
H -4.335 -7.773 0.926
H -3.201 -6.099 2.938
H -4.214 -6.507 4.719
H -4.137 -5.813 6.326
H -3.608 -8.648 5.431
H -4.249 -8.061 6.992
H -1.488 -8.189 6.024
H -2.091 -8.998 7.348
H -0.727 -7.222 8.113
H -2.425 -6.744 8.388
H -0.401 -5.663 6.451
H -1.786 -4.820 7.205
F 1.473 4.027 -2.138
C 2.323 2.963 -2.082
F 3.554 3.447 -1.756
F 2.413 2.446 -3.339
C 1.813 1.888 -1.066
O 2.580 1.602 -0.090
O 0.665 1.385 -1.302
I 1.811 0.924 1.908
C 5.453 -2.960 1.182
C 4.892 -2.953 -0.247
C 4.836 -4.396 -0.758
C 5.830 -2.129 -1.133
O 3.561 -2.472 -0.125
P 2.803 -1.510 -1.186
O 3.668 -0.311 -1.483
O 1.394 -1.315 -0.686
O 2.815 -2.477 -2.488
C 1.693 -3.235 -2.918
C 1.157 -4.170 -1.831
C 2.221 -4.099 -4.076
C 0.599 -2.320 -3.476
H 6.470 -3.365 1.220
H 4.820 -3.556 1.850
H 5.470 -1.945 1.596
H 5.823 -4.871 -0.737
H 4.468 -4.435 -1.787
H 4.149 -5.000 -0.155
H 6.837 -2.563 -1.154
H 5.924 -1.102 -0.765
H 5.474 -2.083 -2.167
H 1.959 -4.785 -1.412
H 0.385 -4.838 -2.229
H 0.713 -3.625 -0.995
H 3.029 -4.757 -3.738
H 2.647 -3.472 -4.869
H 1.433 -4.720 -4.514
H 0.115 -1.728 -2.695
H -0.186 -2.896 -3.978
H 1.018 -1.605 -4.194
H -1.252 1.181 0.616
```

No. 7
Entry from the Open Molecules 2025 dataset: an isolated ion of composition C7H14N and charge +1 in a non-equilibrium geometry (ωB97M-V/def2-TZVPD).

- lowest unoccupied orbital energy (eV) = -3.5
- structure (SMILES) = C/C=C/C=C/CC[NH3+]
- HOMO energy (eV) = -11.951
- net charge = +1
- ΔE to the lowest compared entry with this formula, charge and spin (kJ/mol) = 84.56
- frontier orbital gap (eV) = 8.42

XYZ file:
```
22
C7H14N, DFT ωB97M-V/def2-TZVPD
C 0.217 -3.230 2.422
C 0.772 -2.173 1.522
C -0.008 -1.465 0.692
C 0.477 -0.479 -0.287
C -0.368 -0.006 -1.200
C -0.246 1.215 -2.120
C -0.729 2.429 -1.351
N 0.236 2.748 -0.252
H 0.960 -3.529 3.167
H -0.117 -4.143 1.925
H -0.672 -2.969 3.009
H 1.806 -2.337 1.251
H -1.084 -1.600 0.777
H 1.503 -0.127 -0.210
H -1.380 -0.400 -1.287
H 0.764 1.289 -2.533
H -0.892 0.966 -2.961
H -1.643 2.063 -0.877
H -0.938 3.375 -1.849
H 1.191 2.804 -0.602
H 0.208 2.012 0.467
H -0.058 3.556 0.296
```

No. 8
Entry from the Open Molecules 2025 dataset: an isolated ion of composition C5H10N and charge +1 in a non-equilibrium geometry (ωB97M-V/def2-TZVPD).

- lowest unoccupied orbital energy (eV) = -6.3
- structure (SMILES) = C=[NH+]C(=C)CC
- HOMO energy (eV) = -14.131
- net charge = +1
- ΔE to the lowest compared entry with this formula, charge and spin (kJ/mol) = 364.54
- frontier orbital gap (eV) = 7.84

XYZ file:
```
16
C5H10N, DFT ωB97M-V/def2-TZVPD
C 0.159 -1.718 -1.014
N 0.815 -0.619 -0.935
C 0.803 0.279 0.209
C 1.725 1.335 0.055
C -0.383 0.027 1.120
C -1.641 0.468 0.416
H 0.632 -2.698 -1.310
H -0.979 -1.728 -1.000
H 1.539 -0.394 -1.854
H 1.876 2.156 0.840
H 2.276 1.521 -0.977
H -0.487 -1.047 1.308
H -0.210 0.495 2.152
H -1.606 1.620 0.408
H -2.447 0.142 1.089
H -2.071 0.161 -0.507
```

No. 9
Entry from the Open Molecules 2025 dataset: C25H33BeF3N3 as an isolated structure in a non-equilibrium geometry (ωB97M-V/def2-TZVPD).

- lowest unoccupied orbital energy (alpha / beta) (eV) = 2.2 / 2.2
- HOMO energy (alpha / beta) (eV) = -1.786 / -1.973
- net charge = -1
- ΔE to the lowest compared entry with this formula, charge and spin (kJ/mol) = 137.32
- frontier orbital gap (alpha / beta) (eV) = 3.97 / 4.16

XYZ file:
```
65
C25H33BeF3N3, DFT ωB97M-V/def2-TZVPD
Be -0.560 -0.432 -0.231
C 2.687 -0.740 -3.148
C 3.128 -1.251 -1.828
C 4.346 -1.991 -1.863
C 4.809 -2.670 -0.734
C 4.141 -2.500 0.456
C 2.998 -1.679 0.574
C 2.356 -1.497 1.908
C 2.501 -1.003 -0.569
N 1.392 -0.098 -0.403
C 1.606 1.152 -0.115
C 2.863 1.920 -0.387
C 0.423 1.802 0.486
C 0.634 2.723 1.634
N -0.744 1.347 0.150
C -1.815 2.322 0.177
C -3.066 2.004 0.823
C -3.394 0.665 1.495
C -4.070 2.999 0.909
C -3.793 4.300 0.482
C -2.590 4.572 -0.171
C -1.672 3.590 -0.467
C -0.604 4.009 -1.423
H 2.453 -1.554 -3.822
H 3.480 -0.151 -3.623
H 1.792 -0.102 -3.044
H 4.953 -1.980 -2.790
H 5.711 -3.266 -0.772
H 4.530 -2.923 1.389
H 2.659 -2.332 2.544
H 1.260 -1.481 1.955
H 2.725 -0.576 2.416
H 3.336 1.549 -1.327
H 3.639 1.890 0.409
H 2.619 3.002 -0.528
H 1.369 2.282 2.329
H -0.288 2.779 2.228
H 1.036 3.728 1.351
H -3.563 0.803 2.615
H -2.615 -0.068 1.381
H -4.359 0.283 1.083
H -5.025 2.684 1.314
H -4.504 5.129 0.589
H -2.374 5.576 -0.455
H -1.019 4.706 -2.165
H -0.153 3.150 -1.945
H 0.207 4.568 -0.924
F -0.151 0.287 -2.657
C -1.253 -0.242 -1.940
F -2.230 0.679 -2.123
F -1.703 -1.378 -2.572
C -0.910 -3.971 -0.196
C -1.545 -2.918 0.732
C -3.076 -2.888 0.460
C -1.296 -3.430 2.156
N -1.073 -1.618 0.628
H -1.327 -4.967 -0.050
H 0.183 -3.993 -0.003
H -1.041 -3.633 -1.256
H -3.454 -3.875 0.634
H -3.281 -2.547 -0.583
H -3.548 -2.149 1.138
H -1.617 -4.479 2.332
H -1.901 -2.835 2.884
H -0.225 -3.282 2.453
```

No. 10
Entry from the Open Molecules 2025 dataset: C37H25BrCl3CoF10GeNP2Te as an isolated structure (ωB97M-V/def2-TZVPD).

- lowest unoccupied orbital energy (alpha / beta) (eV) = -3.8 / -4.2
- expectation value of S² = 6.043
- HOMO energy (alpha / beta) (eV) = -10.179 / -11.911
- net charge = +1
- spin multiplicity = 5
- ΔE to the lowest compared entry with this formula, charge and spin (kJ/mol) = 0.00
- frontier orbital gap (alpha / beta) (eV) = 6.36 / 7.74

XYZ file:
```
82
C37H25BrCl3CoF10GeNP2Te, DFT ωB97M-V/def2-TZVPD
Co 0.243 1.004 -1.314
F -6.118 -1.767 -5.113
C -5.189 -1.484 -4.218
C -4.755 -2.455 -3.339
F -5.278 -3.672 -3.385
C -3.782 -2.149 -2.397
F -3.469 -3.139 -1.560
C -3.198 -0.885 -2.321
P -1.825 -0.485 -1.193
C -2.481 0.445 0.207
C -3.815 0.796 0.368
C -4.178 1.698 1.358
C -3.204 2.259 2.170
C -1.868 1.902 2.037
C -1.520 0.985 1.068
C -1.285 -2.074 -0.484
C -1.620 -2.443 0.816
C -1.179 -3.652 1.336
C -0.423 -4.512 0.555
C -0.106 -4.162 -0.751
C -0.525 -2.946 -1.263
C -3.681 0.091 -3.207
Br -3.091 1.859 -3.122
C -4.655 -0.205 -4.139
F -5.119 0.713 -4.975
H -4.564 0.391 -0.300
H -5.214 1.981 1.477
H -3.478 2.989 2.919
H -1.117 2.347 2.673
H -0.128 -0.444 0.768
H -2.252 -1.799 1.415
H -1.443 -3.931 2.348
H -0.093 -5.461 0.956
H 0.459 -4.846 -1.370
H -0.320 -2.716 -2.306
Te 1.662 -0.802 -2.793
C 2.965 -1.879 -1.583
C 3.729 -1.220 -0.630
C 4.596 -1.963 0.157
C 4.680 -3.339 -0.005
C 3.914 -3.984 -0.965
C 3.054 -3.252 -1.773
H 3.658 -0.148 -0.510
H 5.205 -1.463 0.898
H 5.357 -3.912 0.614
H 4.000 -5.053 -1.103
H 2.488 -3.748 -2.551
N -0.144 0.581 0.817
C 0.911 0.949 1.748
C 0.757 0.621 3.147
C 1.460 1.339 4.128
C 1.307 1.037 5.469
C 0.454 0.015 5.864
C -0.256 -0.701 4.907
C -0.113 -0.399 3.567
C 2.147 1.425 1.168
C 3.389 1.116 1.744
C 4.562 1.589 1.178
C 4.540 2.346 0.011
C 3.321 2.658 -0.579
C 2.144 2.207 -0.001
H 2.103 2.157 3.832
H 1.848 1.608 6.210
H 0.338 -0.219 6.913
H -0.922 -1.498 5.211
H -0.669 -0.970 2.837
H 3.429 0.495 2.629
H 5.508 1.350 1.646
H 5.463 2.708 -0.422
H 3.279 3.296 -1.453
H 1.223 2.689 -0.318
Cl 2.082 4.082 -4.044
Ge 0.647 2.590 -3.473
Cl 3.242 0.654 -3.683
Cl -0.217 2.058 -5.381
F -0.952 2.769 -1.013
P -1.002 4.482 -1.252
F 0.594 4.454 -1.165
F -0.798 4.055 -2.920
F -1.136 4.671 0.304
F -1.019 5.999 -1.629
F -2.559 4.319 -1.462
```

No. 11
Entry from the Open Molecules 2025 dataset: a 8-piece molecular cluster, H15O11S overall in a non-equilibrium geometry (ωB97M-V/def2-TZVPD).

- lowest unoccupied orbital energy (eV) = 1.9
- HOMO energy (eV) = -3.060
- net charge = -1
- ΔE to the lowest compared entry with this formula, charge and spin (kJ/mol) = 86.26
- frontier orbital gap (eV) = 4.99

XYZ file:
```
27
H15O11S, DFT ωB97M-V/def2-TZVPD
O 18.313 -40.441 21.963
H 17.669 -39.728 21.955
H 17.971 -41.208 22.352
H 19.176 -40.153 22.342
S 20.824 -39.842 24.658
O 20.417 -39.656 23.249
O 20.765 -41.297 24.923
O 22.107 -39.394 24.944
O 19.945 -39.129 25.508
O 17.187 -42.765 22.928
H 17.253 -43.628 22.472
H 17.376 -42.825 23.906
O 15.488 -40.304 21.791
H 14.829 -39.562 21.707
H 15.014 -40.945 22.398
O 17.381 -38.022 23.155
H 17.555 -37.017 23.328
H 17.482 -38.305 24.138
O 21.694 -41.475 21.685
H 21.307 -40.671 22.083
H 21.446 -41.342 20.758
O 18.149 -38.624 19.908
H 17.285 -38.124 20.038
H 18.482 -38.648 18.985
O 20.612 -37.452 22.050
H 21.516 -37.050 22.342
H 20.390 -38.202 22.414
```

No. 12
Entry from the Open Molecules 2025 dataset: a 3-piece molecular cluster, H6O3 overall in a non-equilibrium geometry (ωB97M-V/def2-TZVPD).

- lowest unoccupied orbital energy (eV) = 0.5
- structure (SMILES) = O.O.O
- HOMO energy (eV) = -10.601
- ΔE to the lowest compared entry with this formula, charge and spin (kJ/mol) = 52.36
- frontier orbital gap (eV) = 11.11

XYZ file:
```
9
H6O3, DFT ωB97M-V/def2-TZVPD
O -2.140 -1.192 -0.372
H -1.841 -1.839 0.236
H -2.463 -0.445 0.139
O 1.683 2.113 0.268
H 2.449 1.604 0.278
H 1.034 1.395 0.183
O 0.494 -0.255 0.008
H 1.043 -0.990 -0.213
H -0.258 -0.391 -0.526
```